No. 1
Below is a structure of composition C5H9NO, with properties calculated with ωB97M-V with the def2-TZVPD basis set.

* largest force on an atom: 2.1 eV/A
* relative energy (zero: lowest compared OMol25 entry of this formula, charge and spin): 460.23 kJ/mol
* calculated total energy: -325.76226 Eh
* frontier orbital gap: 0.31886 Eh
* LUMO energy: 0.41 eV

Last column: Löwdin charge in e.
Geometry (Å):
C: -2.06233 -0.74798 -0.58883  -0.0877
C: -0.63070 -0.44212 -1.01519  -0.2734
C: 0.34619 1.82659 -0.82328  0.0310
C: -0.31578 0.89743 -1.34582  -0.1158
H: -0.24037 -1.16799 -1.73366  0.1190
H: -2.75090 -0.63773 -1.42589  0.0732
H: -2.37181 -0.07399 0.20885  0.0823
H: -2.12970 -1.77128 -0.21840  0.0751
H: 0.80295 1.19414 0.35421  0.1050
H: 0.66921 2.83626 -0.96650  0.0564
N: 2.16637 -0.43686 1.29148  0.1138
C: 0.94582 0.14767 1.37408  -0.4995
O: 0.25433 0.16572 2.36172  0.0186
H: 2.72830 -0.34238 0.46374  0.0929
H: 2.52894 -0.95624 2.07923  0.1034
H: 0.05948 -0.49122 -0.01576  0.1057


No. 2
Below is a cluster of 2 separate species, C4H8O2 in total, with properties calculated with ωB97M-V with the def2-TZVPD basis set.

* largest force on an atom: 1.8 eV/A
* relative energy (zero: lowest compared OMol25 entry of this formula, charge and spin): 500.62 kJ/mol
* calculated total energy: -307.52175 Eh
* frontier orbital gap (alpha / beta): 0.30020 / 0.23377 Eh
* LUMO energy (alpha / beta): 0.50 / -0.45 eV

Last column: Löwdin charge in e.
Geometry (Å):
O: -1.65124 -0.71023 1.28406  -0.0898
C: -0.15613 0.66140 0.93963  0.0044
C: 1.13235 0.20752 0.33070  -0.2768
C: 0.93588 -0.05648 -1.14403  -0.1750
C: -0.51427 -0.64461 -1.21108  -0.2322
O: -0.96306 -1.08736 -2.23607  0.0390
H: -2.49736 -0.22843 1.27041  0.0738
H: -0.16742 0.78047 2.01830  0.0797
H: -0.70569 1.42792 0.39742  0.0879
H: 1.50741 -0.67318 0.86271  0.1204
H: 1.85973 1.01829 0.51480  0.1241
H: 0.93941 0.87480 -1.72616  0.1178
H: 1.67137 -0.73287 -1.59243  0.1125
H: -1.39099 -0.83723 0.29173  0.0142


No. 3
Below is a structure of composition C30H59Cl28NP, with properties calculated with ωB97M-V with the def2-TZVPD basis set.

* largest force on an atom: 4.5 eV/A
* calculated total energy: -14459.49630 Eh
* charge: +1
* frontier orbital gap: 0.22914 Eh
* LUMO energy: -3.19 eV

Last column: Löwdin charge in e.
Geometry (Å):
P: 2.25231 0.57348 2.72446  0.8785
C: 1.71245 1.67319 1.30256  -0.3378
C: 2.77770 1.52204 0.12572  -0.2718
C: 2.13099 1.38335 -1.29582  -0.2197
C: 1.18381 0.12221 -1.46194  -0.1979
C: 1.90275 -1.15379 -2.02320  -0.1932
C: 2.78026 -1.96487 -0.99606  -0.1839
C: 2.13256 -2.21985 0.41425  -0.2355
C: 1.16394 -3.46782 0.48336  -0.2053
C: -0.12468 -3.16027 -0.38520  -0.1808
C: -1.47959 -3.64928 0.27196  -0.1806
C: -2.38160 -2.46010 0.80521  -0.1693
C: -3.59771 -2.10429 -0.16378  -0.1623
N: -3.92399 -0.66881 0.11447  -0.1677
C: -4.08375 0.31190 -0.84660  -0.1359
C: -4.34490 1.52384 -0.08785  -0.4388
C: -4.33398 1.18118 1.35011  -0.1706
C: -4.05028 -0.25810 1.43820  -0.0844
H: 1.32369 -0.51358 2.77672  0.0088
H: 3.48832 -0.02007 2.41367  -0.0634
H: 2.19682 1.19457 3.98856  -0.0605
H: 0.65567 1.48858 0.98216  0.0799
H: 1.77423 2.72064 1.70960  0.0471
H: 3.35850 2.48928 0.11645  0.0982
H: 3.52894 0.71011 0.29379  0.0649
H: 1.44547 2.27633 -1.41417  0.0749
H: 2.87308 1.47673 -2.15087  0.0528
H: 0.43278 0.42733 -2.24778  0.1230
H: 0.58885 -0.03932 -0.52864  0.0764
H: 2.55761 -0.87394 -2.89384  0.1169
H: 1.11688 -1.83767 -2.44101  0.1003
H: 2.96297 -2.97463 -1.46654  0.1209
H: 3.79790 -1.50958 -0.85418  0.0977
H: 1.56611 -1.35435 0.84142  0.0446
H: 2.99531 -2.40663 1.12510  0.1056
H: 0.86026 -3.62356 1.55933  0.0446
H: 1.70888 -4.40258 0.18384  0.1165
H: 0.00224 -3.68117 -1.36848  0.1160
H: -0.16749 -2.04446 -0.50949  0.0808
H: -1.21879 -4.28190 1.16458  0.0530
H: -2.05903 -4.25466 -0.47362  0.1047
H: -1.73688 -1.53442 0.79991  0.1074
H: -2.74278 -2.69935 1.83275  0.1019
H: -3.28447 -2.16023 -1.24022  0.1034
H: -4.48877 -2.75578 0.02999  0.1097
H: -4.00467 0.20456 -1.94283  0.1170
H: -4.51572 2.55069 -0.48750  -0.0653
H: -4.47157 1.84339 2.22902  0.0863
H: -3.95957 -0.87614 2.34875  0.1130
C: -5.14937 5.69437 -0.20091  -0.9502
Cl: -5.16363 5.00749 1.42657  0.5376
Cl: -4.55700 4.52152 -1.38529  0.6017
H: -6.16104 5.98520 -0.47065  0.0301
H: -4.49884 6.56463 -0.21142  0.0323
C: -6.14880 -3.94064 -2.37138  -1.0394
Cl: -5.84057 -2.20045 -2.42677  0.5588
Cl: -4.70451 -4.85982 -2.81743  0.5092
H: -6.44435 -4.21508 -1.36195  0.0332
H: -6.94875 -4.17957 -3.06706  -0.0722
C: 5.73978 2.41099 -3.04051  -0.9708
Cl: 5.89796 1.48250 -1.54071  0.5290
Cl: 4.24783 3.36163 -3.05569  0.5393
H: 6.58636 3.08569 -3.12750  -0.0276
H: 5.72763 1.72226 -3.88089  0.0360
C: 6.30615 1.74590 3.34939  -0.8992
Cl: 6.84988 0.99559 4.84439  0.5704
Cl: 4.55022 1.51545 3.11969  0.5021
H: 6.52002 2.81103 3.38751  0.0436
H: 6.82852 1.29174 2.51199  0.0417
C: -8.48803 2.26408 -0.26985  -0.9862
Cl: -8.37077 3.25529 -1.73196  0.4970
Cl: -7.00651 1.33341 -0.00536  0.6540
H: -8.65090 2.91625 0.58388  0.0254
H: -9.32504 1.57893 -0.37565  0.0246
C: 5.87957 6.45057 -2.05398  -1.0777
Cl: 6.14087 8.19697 -2.09548  0.5053
Cl: 7.36293 5.57016 -2.45297  0.5413
H: 5.56022 6.16558 -1.05460  0.0289
H: 5.11194 6.19064 -2.77460  -0.0500
C: 1.80187 -6.46844 3.20430  -1.0425
Cl: 1.98859 -7.84357 2.11050  0.5163
Cl: 0.24713 -5.66162 2.95885  0.5675
H: 1.85781 -6.82294 4.22957  0.0050
H: 2.60130 -5.75782 3.01577  -0.0019
C: -9.95905 -5.29659 -3.15352  -0.9942
Cl: -9.65138 -3.55622 -3.20854  0.5299
Cl: -8.51551 -6.21588 -3.59947  0.5393
H: -10.25403 -5.57124 -2.14470  0.0294
H: -10.75829 -5.53547 -3.84932  0.0285
C: 5.00674 -8.49455 -0.14291  -1.0631
Cl: 5.31537 -7.33187 -1.43968  0.4963
Cl: 5.21223 -10.15546 -0.70791  0.5150
H: 5.70450 -8.30975 0.66893  -0.0098
H: 3.98612 -8.36621 0.20898  -0.0306
C: 2.05380 6.78405 -1.47791  -0.9608
Cl: 1.93101 5.07672 -1.93321  0.5037
Cl: 3.01124 7.69456 -2.64817  0.5675
H: 1.05398 7.20804 -1.43368  0.0271
H: 2.52883 6.85510 -0.50297  0.0341
C: 5.53752 -7.29006 4.96234  -0.9829
Cl: 4.30924 -6.71113 6.09434  0.5247
Cl: 4.92219 -7.31221 3.30384  0.5513
H: 6.39915 -6.63021 5.00989  0.0292
H: 5.82831 -8.29846 5.24268  0.0337
C: -0.89701 4.01945 0.08655  -0.9999
Cl: -2.09186 2.71677 -0.04162  0.6642
Cl: -0.95219 4.79408 1.68164  0.5469
H: 0.09757 3.60752 -0.06783  -0.0345
H: -1.10666 4.76658 -0.67433  -0.0356
C: -2.74273 5.78231 -4.16637  -1.0312
Cl: -2.81558 5.06866 -5.77947  0.5255
Cl: -1.24648 5.35036 -3.33388  0.5161
H: -2.79797 6.86378 -4.25650  0.0318
H: -3.57584 5.41257 -3.57549  -0.0498
C: 1.42721 4.38522 4.38940  -0.9754
Cl: 1.81789 6.10146 4.29669  0.5426
Cl: 2.84120 3.38174 3.99766  0.5017
H: 1.09860 4.15108 5.39853  0.0389
H: 0.63238 4.16519 3.67985  -0.0423


No. 4
Below is the molecule C22H26N2O3S, with properties calculated with ωB97M-V with the def2-TZVPD basis set.

* largest force on an atom: 1.2 eV/A
* relative energy (zero: lowest compared OMol25 entry of this formula, charge and spin): 3.33 kJ/mol
* calculated total energy: -1587.40729 Eh
* SMILES string: CC1=C(C)C[C@@H](C(=O)Nc2nc(-c3ccc(C)cc3C)c(C)s2)[C@@H](C(=O)O)C1
* frontier orbital gap: 0.31542 Eh
* LUMO energy: 0.50 eV

Last column: Löwdin charge in e.
Geometry (Å):
C: 6.37332 -2.40380 -1.12379  -0.0372
C: 4.89950 -2.22297 -0.93941  -0.2472
C: 4.10392 -1.39323 -1.61090  -0.2450
C: 2.62974 -1.41897 -1.29458  -0.0926
H: 2.21138 -2.33497 -1.72665  0.1418
C: 2.31742 -1.42032 0.22174  -0.1915
C: 1.05580 -2.23597 0.40808  -0.4407
O: 1.07194 -3.43352 0.59921  0.1028
N: -0.15968 -1.61270 0.29512  0.1489
C: -0.58181 -0.32099 0.12692  -0.5486
N: -1.83097 -0.03283 0.22059  0.1107
C: -2.09112 1.28590 -0.01060  -0.2991
C: -0.99489 2.04856 -0.29620  -0.5037
S: 0.43646 1.05209 -0.27819  1.1265
C: -0.89327 3.50901 -0.54838  -0.0989
H: -0.07062 3.93553 0.02408  0.0745
H: -1.82072 3.99819 -0.25899  0.0804
H: -0.70510 3.71024 -1.60391  0.0817
C: -3.47182 1.78225 0.04024  -0.1390
C: -3.96793 2.52935 -1.02212  -0.0285
C: -5.26437 3.00822 -1.00809  -0.0438
C: -6.09545 2.74990 0.07211  -0.2760
C: -5.59306 2.00172 1.12989  -0.0050
C: -4.29791 1.51008 1.13676  -0.2048
C: -3.79172 0.71847 2.30183  -0.0419
H: -4.53571 0.67642 3.09328  0.0752
H: -2.87988 1.16312 2.69845  0.0883
H: -3.55005 -0.29444 1.98626  0.0740
H: -6.23505 1.79728 1.97592  0.1176
C: -7.49907 3.27251 0.11616  -0.0527
H: -8.18536 2.50189 0.46198  0.0789
H: -7.81859 3.61402 -0.86525  0.0732
H: -7.56438 4.11202 0.80890  0.0833
H: -5.63236 3.58281 -1.84595  0.1080
H: -3.33635 2.71706 -1.87809  0.1174
H: -0.94223 -2.24345 0.45098  0.1678
C: 3.45972 -2.05655 1.03752  -0.1581
C: 2.89239 -2.67109 2.30279  -0.5176
O: 2.07906 -2.12278 3.00255  0.1154
O: 3.42611 -3.85011 2.61179  0.1282
H: 3.00420 -4.20649 3.40951  0.1411
C: 4.27568 -3.02142 0.17555  -0.0954
H: 5.04165 -3.50540 0.77957  0.1209
H: 3.60813 -3.79443 -0.21162  0.1379
H: 4.12739 -1.25286 1.37210  0.1716
H: 2.16082 -0.40122 0.57574  0.0861
H: 2.12805 -0.57344 -1.76538  0.0853
C: 4.49754 -0.45265 -2.70724  -0.0382
H: 3.94417 -0.68620 -3.61694  0.0860
H: 4.24908 0.56947 -2.42103  0.0845
H: 5.55856 -0.49774 -2.92835  0.0627
H: 6.59876 -3.46380 -1.23557  0.0852
H: 6.75185 -1.87859 -1.99459  0.0625
H: 6.90685 -2.04318 -0.24379  0.0871


No. 5
Below is a cluster of 2 separate species, C4H8N2S in total, with properties calculated with ωB97M-V with the def2-TZVPD basis set.

* largest force on an atom: 4.3 eV/A
* relative energy (zero: lowest compared OMol25 entry of this formula, charge and spin): 524.36 kJ/mol
* calculated total energy: -664.73305 Eh
* frontier orbital gap: 0.28257 Eh
* LUMO energy: 0.95 eV

Last column: Löwdin charge in e.
Geometry (Å):
C: 0.71256 1.24739 0.38576  -0.1869
C: 1.96798 0.84316 0.47325  -0.3520
C: -1.39467 0.89460 -0.68351  -0.0746
C: -0.34437 -1.96218 0.42326  -0.0082
N: -0.03554 0.57280 -0.60659  -0.3442
N: 0.44087 -0.62848 -0.88598  -0.3956
S: 2.09632 -0.56315 -0.62293  0.8719
H: 0.30410 2.04213 0.86030  0.0829
H: 2.68752 0.95606 1.27258  0.0624
H: -1.77504 0.80584 -1.69987  0.0893
H: -1.99875 0.13212 -0.04437  0.1076
H: -1.59419 1.90459 -0.57114  0.0650
H: -1.05119 -1.22860 0.93758  0.0211
H: -0.64566 -2.84881 -0.22481  0.0408
H: 0.63009 -2.16747 0.98647  0.0206


No. 6
Below is a cluster of 6 separate species, C39H46FN7O12PS in total, with properties calculated with ωB97M-V with the def2-TZVPD basis set.

* largest force on an atom: 0.5 eV/A
* calculated total energy: -3638.54631 Eh
* charge: +1
* frontier orbital gap: 0.29815 Eh
* LUMO energy: -3.21 eV

Last column: Löwdin charge in e.
Geometry (Å):
C: -3.38928 0.03550 5.77147  -0.0941
C: -2.37369 0.15263 4.63050  -0.2312
C: -1.99333 -1.21585 4.08093  -0.2486
N: -1.15323 -1.06930 2.90185  -0.0444
C: -0.79434 -2.21343 2.10086  -0.2946
C: -0.97693 -3.57628 2.76714  -0.0377
N: 0.42087 -4.07327 3.13769  -0.1067
S: 1.01218 -3.70992 4.76054  0.6687
O: 0.03835 -4.21385 5.63658  -0.1508
O: 2.38073 -4.03061 4.74385  -0.1735
F: 0.86780 -2.19154 4.62907  -0.0659
C: 1.29712 -3.56775 2.01440  -0.1176
C: 0.68606 -2.23205 1.55524  -0.3499
P: 1.76339 -0.66572 1.67679  0.9498
C: 1.38346 0.34279 3.15043  -0.2942
C: 3.38895 -1.35780 2.17046  -0.2983
H: -3.31421 -0.93328 6.27303  0.0719
H: -3.24275 0.80736 6.52482  0.0738
H: -4.41265 0.11282 5.40275  0.0755
H: -2.79267 0.74575 3.81426  0.0997
H: -1.47322 0.67524 4.96113  0.1101
H: -2.93137 -1.76487 3.87689  0.1283
H: -1.47112 -1.77564 4.86290  0.0964
H: -1.52968 -0.35918 2.28305  0.0710
H: -1.42782 -2.23462 1.20641  0.1543
H: -1.67085 -3.68625 3.59587  0.1290
H: -1.29353 -4.29711 2.01104  0.1490
H: 0.36658 -5.09647 3.14099  0.1806
H: 1.21112 -4.32965 1.23730  0.1459
H: 2.33824 -3.55905 2.32303  0.0950
H: 0.59070 -2.31463 0.47217  0.0969
H: 2.16080 1.11380 3.14189  0.0472
H: 0.42916 0.83895 3.00131  0.0219
H: 1.38640 -0.15705 4.11557  0.0233
H: 3.74068 -2.11388 1.46746  0.0454
H: 4.08395 -0.51812 2.18985  0.0353
H: 3.39738 -1.80162 3.17348  0.0343
C: -5.69915 3.35011 -1.46421  -0.0458
C: -4.59584 3.19865 -2.29239  -0.0495
C: -3.44414 2.59621 -1.81535  0.0121
C: -3.44030 2.16171 -0.49897  -0.1456
C: -4.52525 2.30257 0.35030  -0.0030
C: -5.66632 2.90708 -0.14769  -0.0550
N: -2.23436 1.50730 0.01478  -0.3255
O: -1.27232 1.38823 -0.71165  0.0885
O: -2.26249 1.07434 1.16508  0.0166
H: -6.59560 3.81719 -1.84952  0.1148
H: -4.62034 3.54994 -3.31400  0.0910
H: -2.57490 2.46243 -2.43878  0.1034
H: -4.47181 1.94881 1.36849  0.1131
H: -6.52976 3.03100 0.49101  0.1112
C: 1.75280 4.61688 -6.80857  -0.0642
C: 1.16421 3.37679 -6.59965  -0.0633
C: -0.06432 3.28680 -5.96619  -0.0033
C: -0.67624 4.45920 -5.55959  -0.1475
C: -0.11118 5.70722 -5.75400  0.0053
C: 1.11921 5.77692 -6.38545  -0.0559
N: -1.99226 4.37750 -4.90731  -0.3298
O: -2.47145 3.26906 -4.72436  0.0407
O: -2.54814 5.41118 -4.59939  0.0899
H: 2.71432 4.67999 -7.30037  0.1102
H: 1.66224 2.47534 -6.93050  0.1090
H: -0.54554 2.33598 -5.79362  0.1175
H: -0.62630 6.59401 -5.41742  0.1221
H: 1.58436 6.73963 -6.54452  0.1126
C: 4.57127 1.82687 -0.18191  -0.0797
C: 3.24001 2.13190 -0.43354  -0.0779
C: 2.89196 3.40317 -0.86273  -0.0005
C: 3.89348 4.34024 -1.02586  -0.1445
C: 5.22614 4.06161 -0.78407  0.0006
C: 5.56105 2.78623 -0.35653  -0.0629
N: 3.52021 5.69616 -1.47972  -0.3524
O: 2.33913 5.92545 -1.64290  0.0751
O: 4.41313 6.50128 -1.64760  0.0833
H: 4.84393 0.83029 0.14339  0.0929
H: 2.46724 1.38893 -0.29367  0.0552
H: 1.86500 3.67034 -1.06415  0.1183
H: 5.97297 4.82812 -0.92580  0.1212
H: 6.59689 2.54417 -0.16155  0.1092
C: 4.98004 -5.41320 6.23872  -0.0804
C: 4.35907 -6.48225 5.60492  -0.0799
C: 5.09325 -7.60383 5.25372  -0.0028
C: 6.44376 -7.62320 5.54535  -0.1414
C: 7.08640 -6.57444 6.17399  0.0051
C: 6.33811 -5.46008 6.52247  -0.0574
N: 7.22930 -8.82056 5.17186  -0.3518
O: 6.64247 -9.71494 4.59797  0.0807
O: 8.40647 -8.82740 5.45973  0.0899
H: 4.40551 -4.54008 6.51813  0.0955
H: 3.29978 -6.45424 5.38993  0.0875
H: 4.64035 -8.45345 4.76513  0.1188
H: 8.14385 -6.63744 6.38225  0.1231
H: 6.81940 -4.62830 7.01834  0.1109
C: -5.08716 1.80058 -8.75840  -0.0674
C: -4.94525 2.42578 -7.52648  -0.0612
C: -5.44766 1.82620 -6.38280  -0.0030
C: -6.07594 0.60199 -6.50375  -0.1450
C: -6.23098 -0.04265 -7.71691  -0.0017
C: -5.72967 0.57245 -8.85319  -0.0626
N: -6.59104 -0.04586 -5.28021  -0.3516
O: -6.45616 0.54832 -4.22756  0.0641
O: -7.11130 -1.13629 -5.39517  0.0800
H: -4.69490 2.27188 -9.64982  0.1083
H: -4.44410 3.38143 -7.45250  0.1069
H: -5.34960 2.29059 -5.41354  0.1027
H: -6.73221 -0.99763 -7.76174  0.1198
H: -5.84070 0.08953 -9.81435  0.1094